70
Properties=species:S:1:pos:R:3 method="wB97M-V/def2-TZVPD" e_tot_ha=-3602.653861 multiplicity=6 total_charge=+3 orbital_gap_ev="8.020 / 5.620" lumo_ev="-7.381 / -9.781" e_homo_ev="-15.401 / -15.401" de_lowest_ev=0.000
Fe 0.0968 0.6737 -0.0576
N 4.8267 0.9070 -0.5248
C 3.8050 1.3065 -1.5482
C 2.4197 1.0915 -0.9576
O 1.4101 1.4309 -1.6228
O 2.3289 0.5735 0.1766
H 5.3675 1.7034 -0.1830
H 5.4855 0.2105 -0.8772
H 4.2993 0.5045 0.2710
H 3.9255 0.6928 -2.4389
H 3.9446 2.3488 -1.8254
C -4.4536 1.0482 -1.7578
C -3.9936 -0.1345 -1.1984
C -2.6800 -0.2120 -0.7873
N -1.8219 0.8174 -0.9045
C -2.2760 1.9626 -1.4431
C -3.5749 2.1137 -1.8814
H -5.4779 1.1360 -2.0945
H -4.6415 -0.9915 -1.0827
H -2.2961 -1.1246 -0.3521
H -1.5641 2.7687 -1.5288
H -3.8896 3.0534 -2.3120
C -0.3475 6.0959 1.3074
N 0.0399 5.5754 0.0075
C 0.1689 6.4797 -1.1460
C 0.5166 5.5295 -2.3066
N 0.5471 4.2226 -1.6347
C 0.2719 4.3220 -0.3340
S 0.1962 3.0121 0.7958
H -1.3279 6.5667 1.2363
H 0.3803 6.8387 1.6324
H -0.3840 5.2886 2.0315
H 0.9509 7.2130 -0.9501
H -0.7685 7.0127 -1.3019
H 1.4834 5.7578 -2.7506
H -0.2365 5.5377 -3.0923
H 0.8700 3.3653 -2.0541
S 0.4014 -5.4863 -2.4385
C 0.3489 -3.9267 -1.7067
C -0.0806 -3.6305 -0.4061
C -0.0841 -2.3250 0.0202
N 0.2960 -1.2837 -0.7454
C 0.7089 -1.5673 -2.0013
C 0.7575 -2.8388 -2.5036
C -0.1457 -6.5852 -1.1526
C 0.6343 -6.8504 -0.0354
C 0.1475 -7.7653 0.8867
N -1.0090 -8.4063 0.7451
C -1.7273 -8.1621 -0.3434
C -1.3453 -7.2553 -1.3275
H -0.4170 -4.4092 0.2640
H -0.3943 -2.0892 1.0314
H 0.9706 -0.7262 -2.6292
H 1.0898 -3.0010 -3.5203
H 1.6036 -6.3894 0.1027
H 0.7213 -8.0040 1.7745
H -2.6562 -8.7114 -0.4396
H -1.9638 -7.0893 -2.1987
C -0.5908 0.7321 5.3302
N -0.1694 0.2350 4.0135
C 0.7763 -0.8804 4.0095
C -0.6645 0.7409 2.9281
O -0.3990 0.3166 1.7553
H -1.2531 0.0068 5.8001
H -1.1047 1.6832 5.2210
H 0.2918 0.8671 5.9510
H 1.6459 -0.6024 4.6017
H 1.0762 -1.1069 2.9917
H 0.3040 -1.7512 4.4631
H -1.3701 1.5632 3.0485